Entry from OMol25: a single C15H20N2O2 molecule (ωB97M-V/def2-TZVPD).

Results
- E_LUMO (eV) = 0.69
- ΔE to the lowest compared entry with this formula, charge and spin (kcal/mol) = 42.7
- total charge = 0
- E_HOMO (eV) = -7.8
- multiplicity = 1

Geometry (Å):
O -0.63078 -2.07679 -0.86877
O 4.31744 -1.39030 0.00135
N -3.20694 0.07591 0.19204
N 0.31663 2.33564 -0.11937
C -3.35964 -0.60379 1.46802
C -1.11340 -0.97230 -0.70500
C 3.40856 -0.37026 -0.00661
C 1.11262 0.23587 -0.25677
C 1.46703 1.58764 -0.04765
C -5.61801 -0.14310 -0.56142
C -0.31362 0.21262 -0.45507
C 5.67282 -1.09450 0.22036
C -2.03097 -0.75676 2.19961
C 2.77931 1.96394 0.17902
C -2.62384 -0.77481 -0.82906
C -4.41421 0.75270 -0.24855
C 3.74438 0.97558 0.19746
C 2.09058 -0.74677 -0.23469
C -0.73667 1.52043 -0.36014
H 4.76937 1.26046 0.37339
H -6.45471 0.46893 -0.88878
H -2.20790 -1.16213 3.19330
H -5.92331 -0.70004 0.32084
H -4.69199 1.46462 0.53532
H -4.15970 1.32856 -1.14470
H 6.07497 -0.43455 -0.55605
H -4.02991 0.00084 2.08502
H -1.36582 -1.43083 1.66881
H 0.26908 3.33528 -0.01142
H -2.78690 -0.30846 -1.80608
H -3.81612 -1.60070 1.34583
H 6.19203 -2.05103 0.17947
H -5.37684 -0.84843 -1.35284
H -3.07723 -1.78011 -0.85220
H 5.83541 -0.63982 1.20372
H -1.54059 0.20851 2.29363
H -1.73228 1.90794 -0.44024
H 1.84372 -1.78272 -0.39311
H 3.04929 2.99757 0.33823